Computed, not measured: a molecular structure, C35H27BrF5IN4O6OsPS2Se in a non-equilibrium geometry, with wB97M-V/def2-TZVPD.

Properties
**Total charge**: 0
**Relative energy (zero: lowest compared OMol25 entry of this formula, charge and spin)**: 152.5 kcal/mol
**LUMO level (alpha / beta)**: -1.774 / -1.640 eV
**Multiplicity**: 2
**HOMO level (alpha / beta)**: -7.1 / -7.0 eV

Geometry (Å):
Os (0.574, -0.311, -0.173)
C (5.217, 0.731, 3.259)
C (4.473, 0.216, 2.042)
O (3.191, 0.842, 1.967)
P (2.640, 1.606, 0.639)
S (-0.141, 1.194, 1.769)
S (2.877, 0.172, -0.826)
O (3.871, 2.573, 0.218)
C (4.048, 3.771, 0.965)
C (2.965, 4.794, 0.681)
H (6.135, 0.167, 3.394)
H (4.596, 0.621, 4.141)
H (5.458, 1.783, 3.130)
H (4.294, -0.862, 2.123)
H (5.046, 0.414, 1.128)
H (5.034, 4.143, 0.672)
H (4.058, 3.531, 2.037)
H (2.943, 5.053, -0.373)
H (3.146, 5.687, 1.269)
H (1.993, 4.378, 0.944)
O (0.104, -2.222, -4.215)
C (0.197, -1.339, -3.379)
O (0.229, -1.541, -2.120)
C (0.271, 0.120, -3.831)
C (0.231, 0.534, -5.159)
C (0.329, 1.891, -5.454)
C (0.537, 2.844, -4.473)
C (0.595, 2.427, -3.139)
C (0.405, 1.081, -2.859)
N (0.853, 3.273, -2.057)
O (1.045, 4.475, -2.211)
O (0.900, 2.722, -0.901)
H (0.110, -0.201, -5.939)
H (0.257, 2.212, -6.482)
H (0.649, 3.890, -4.710)
H (0.366, 0.788, -1.810)
Br (-1.089, -4.758, -0.561)
C (0.555, -4.359, -1.376)
C (0.808, -4.835, -2.650)
C (2.005, -4.531, -3.271)
C (2.946, -3.746, -2.627)
C (2.690, -3.257, -1.357)
C (1.497, -3.572, -0.737)
I (1.069, -2.723, 1.183)
H (0.054, -5.416, -3.157)
H (2.188, -4.884, -4.274)
H (3.871, -3.482, -3.116)
H (3.393, -2.591, -0.880)
F (-5.104, 5.087, 4.627)
C (-4.168, 4.569, 3.831)
C (-4.424, 4.410, 2.471)
F (-5.606, 4.767, 1.963)
C (-3.433, 3.875, 1.661)
F (-3.649, 3.703, 0.348)
C (-2.194, 3.504, 2.165)
Se (-0.865, 2.951, 0.837)
C (-1.951, 3.679, 3.520)
F (-0.757, 3.361, 4.022)
C (-2.931, 4.202, 4.358)
F (-2.696, 4.371, 5.661)
N (-6.811, -0.302, -1.487)
C (-8.110, -0.304, -1.061)
C (-9.324, -0.234, -1.729)
C (-10.463, -0.251, -0.952)
C (-10.400, -0.339, 0.443)
C (-9.202, -0.422, 1.115)
C (-8.036, -0.411, 0.352)
N (-6.731, -0.491, 0.735)
C (-6.025, -0.421, -0.366)
C (-4.580, -0.449, -0.388)
C (-3.831, -0.019, -1.484)
C (-2.454, -0.052, -1.409)
N (-1.793, -0.482, -0.336)
C (-2.501, -0.901, 0.716)
C (-3.878, -0.901, 0.735)
H (-6.505, -0.270, -2.444)
H (-9.375, -0.161, -2.805)
H (-11.430, -0.199, -1.431)
H (-11.322, -0.343, 1.003)
H (-9.152, -0.487, 2.190)
H (-4.295, 0.363, -2.379)
H (-1.862, 0.280, -2.251)
H (-1.934, -1.241, 1.575)
H (-4.426, -1.234, 1.600)

Mulliken charges, unit e, in atom order:
1 Os 2.742
2 C -1.303
3 C -0.169
4 O -0.051
5 P -0.207
6 S -0.488
7 S -0.541
8 O -0.193
9 C -0.310
10 C -0.755
11 H 0.394
12 H 0.299
13 H 0.270
14 H 0.281
15 H 0.349
16 H 0.323
17 H 0.219
18 H 0.194
19 H 0.469
20 H 0.013
21 O -0.746
22 C -0.206
23 O -0.288
24 C 0.062
25 C -0.515
26 C -0.730
27 C -0.731
28 C -1.292
29 C 1.737
30 N 0.872
31 O -0.633
32 O 0.002
33 H 0.582
34 H 0.407
35 H 0.559
36 H -0.340
37 Br -0.149
38 C 0.441
39 C -0.476
40 C -0.502
41 C -0.745
42 C -0.178
43 C -0.325
44 I 0.070
45 H 0.436
46 H 0.378
47 H 0.421
48 H 0.629
49 F -0.296
50 C 0.571
51 C 0.083
52 F -0.291
53 C 0.200
54 F -0.329
55 C -0.348
56 Se 0.257
57 C 0.618
58 F -0.263
59 C 0.015
60 F -0.292
61 N 0.068
62 C 0.708
63 C -0.994
64 C -0.434
65 C -0.468
66 C -0.832
67 C 0.605
68 N -0.653
69 C -0.045
70 C 1.142
71 C -1.222
72 C -0.170
73 N 0.176
74 C -0.498
75 C -0.935
76 H 0.174
77 H 0.386
78 H 0.383
79 H 0.389
80 H 0.450
81 H 0.357
82 H 0.208
83 H 0.456
84 H 0.550



Computed, not measured: a single C5H9Cl molecule in a non-equilibrium geometry, with wB97M-V/def2-TZVPD.

Properties
**Total charge**: 0
**Relative energy (zero: lowest compared OMol25 entry of this formula, charge and spin)**: 77.5 kcal/mol
**LUMO level**: 0.938 eV
**HOMO level**: -9.6 eV

Geometry (Å):
Cl (1.440, 2.406, 0.658)
C (0.790, 0.865, 0.050)
C (0.659, -0.213, 1.149)
C (-0.237, -1.004, 0.228)
C (-0.790, -0.538, -1.038)
C (-0.552, 1.018, -0.617)
H (1.525, 0.567, -0.613)
H (-0.274, 0.018, 2.041)
H (1.453, -0.886, 1.688)
H (0.418, -2.044, 0.183)
H (-0.970, -1.634, 0.809)
H (-1.765, -1.188, -1.272)
H (0.009, -0.612, -1.918)
H (-0.484, 1.599, -1.484)
H (-1.223, 1.647, 0.138)

natural (NBO) charges, unit e, in atom order:
1 Cl -0.072
2 C -0.203
3 C -0.406
4 C -0.460
5 C -0.418
6 C -0.415
7 H 0.210
8 H 0.197
9 H 0.253
10 H 0.192
11 H 0.225
12 H 0.251
13 H 0.199
14 H 0.220
15 H 0.227